Record 1
{
  "formula": "C2H2KLiO2",
  "method": "the ωB97M-V functional and the def2-TZVPD basis",
  "symbols": ["O", "O", "C", "C", "Li", "K", "H", "H"],
  "coordinates": [[1.383, 0.526, -1.188], [-1.626, -0.034, 2.320], [-1.693, 0.945, 1.625], [-1.614, 1.905, 0.784], [-0.064, 1.377, -0.530], [2.530, -1.801, -0.943], [1.945, 1.016, -1.789], [-2.170, 2.837, 0.758]],
  "spin_multiplicity": 1,
  "gap_ev": 5.043,
  "e_above_lowest_kj_mol": 0.0,
  "total_energy_ha": -835.35569,
  "e_homo_ha": -0.232
}

Record 2
{
  "formula": "C2H2Li2O6",
  "method": "the ωB97M-V functional and the def2-TZVPD basis",
  "symbols": ["O", "C", "O", "O", "H", "H", "Li", "Li", "O", "O", "O", "C"],
  "coordinates": [[0.445, 1.402, 1.187], [1.541, 0.706, 1.520], [1.477, -0.415, 2.012], [2.652, 1.117, 0.887], [-0.063, 0.700, 0.698], [2.605, 0.560, 0.089], [0.040, -1.617, 1.466], [-3.184, 0.176, -2.405], [-1.160, 0.256, -2.200], [-0.668, -0.628, -0.334], [-2.354, -1.536, -1.443], [-1.332, -0.721, -1.478]],
  "spin_multiplicity": 1,
  "gap_ev": 7.390,
  "e_above_lowest_kj_mol": 245.6,
  "total_energy_ha": -544.01497,
  "e_homo_ha": -0.284
}

Record 3
{
  "formula": "C2H2LiMgO2",
  "method": "the ωB97M-V functional and the def2-TZVPD basis",
  "symbols": ["O", "C", "C", "O", "Li", "Mg", "H", "H"],
  "coordinates": [[-0.390, 1.716, 0.149], [0.616, 1.103, 0.257], [1.347, 0.003, 0.420], [-1.688, -0.956, -0.324], [-0.975, -2.000, -1.464], [-2.508, 0.713, -0.194], [1.406, -0.446, 1.413], [2.192, -0.133, -0.258]],
  "spin_multiplicity": 2,
  "gap_ev": [4.792, 6.984],
  "total_energy_ha": -435.44252,
  "e_homo_ha": [-0.192, -0.277]
}

Record 4
{
  "formula": "C2H2N2O",
  "method": "the ωB97M-V functional and the def2-TZVPD basis",
  "symbols": ["C", "C", "N", "N", "O", "H", "H"],
  "coordinates": [[0.138, 0.314, -1.099], [0.345, 1.329, -0.363], [-0.130, -0.708, -0.266], [0.017, -0.453, 0.956], [0.429, 2.401, 0.032], [-0.391, -1.674, -0.640], [-0.409, -1.208, 1.380]],
  "spin_multiplicity": 1,
  "gap_ev": [8.221, 8.251],
  "e_above_lowest_kj_mol": 447.5,
  "total_energy_ha": -261.99348,
  "e_homo_ha": [-0.325, -0.324]
}

Record 5
{
  "formula": "C2H2N2O",
  "method": "the ωB97M-V functional and the def2-TZVPD basis",
  "symbols": ["C", "C", "H", "H", "N", "N", "O"],
  "coordinates": [[0.210, 0.702, -0.170], [-0.752, -0.142, 0.012], [0.022, 1.776, 0.256], [-1.893, -0.013, -0.057], [1.203, -1.106, -0.063], [1.431, 0.133, 0.033], [-0.221, -1.349, -0.011]],
  "spin_multiplicity": 1,
  "gap_ev": 11.376,
  "e_above_lowest_kj_mol": 284.6,
  "total_energy_ha": -262.05553,
  "smiles": "c1conn1",
  "e_homo_ha": -0.393
}

Record 6
{
  "formula": "C2H2N2O",
  "method": "the ωB97M-V functional and the def2-TZVPD basis",
  "symbols": ["C", "C", "N", "N", "O", "H", "H"],
  "coordinates": [[-1.107, -0.631, -1.074], [0.510, 0.495, 0.732], [-1.858, -1.366, -1.529], [0.482, 0.534, -0.677], [1.338, -0.285, -0.025], [0.818, 1.349, 1.270], [-0.184, -0.095, 1.302]],
  "spin_multiplicity": 1,
  "gap_ev": 10.034,
  "e_above_lowest_kj_mol": 575.1,
  "total_energy_ha": -261.94488,
  "e_homo_ha": -0.420
}

Record 7
{
  "formula": "C2H2N2O2",
  "method": "the ωB97M-V functional and the def2-TZVPD basis",
  "symbols": ["C", "C", "N", "N", "O", "O", "H", "H"],
  "coordinates": [[0.823, 0.452, 1.124], [-0.217, -0.094, 0.407], [1.515, 0.724, 2.034], [0.057, -0.776, -0.778], [-0.876, -1.462, -1.176], [1.205, -0.785, -1.211], [-1.240, 0.146, 0.666], [-1.268, 1.795, -1.065]],
  "spin_multiplicity": 1,
  "gap_ev": [8.589, 10.012],
  "e_above_lowest_kj_mol": 804.2,
  "total_energy_ha": -337.11813,
  "e_homo_ha": [-0.435, -0.405]
}

Record 8
{
  "formula": "C2H2N2O2",
  "method": "the ωB97M-V functional and the def2-TZVPD basis",
  "symbols": ["C", "C", "H", "H", "N", "N", "O", "O"],
  "coordinates": [[-0.653, 0.258, -0.236], [1.185, -0.763, -0.158], [-2.134, 1.001, 0.637], [1.955, -1.434, -0.437], [-0.104, -0.853, -0.686], [1.440, 0.322, 0.424], [-1.971, 0.499, -0.199], [0.283, 0.969, 0.654]],
  "spin_multiplicity": 1,
  "gap_ev": 10.537,
  "e_above_lowest_kj_mol": 227.7,
  "total_energy_ha": -337.33772,
  "smiles": "Oc1ncno1",
  "e_homo_ha": -0.378
}

Record 9
{
  "formula": "C2H2N2O2",
  "method": "the ωB97M-V functional and the def2-TZVPD basis",
  "symbols": ["C", "C", "O", "O", "N", "N", "H", "H"],
  "coordinates": [[-0.491, -0.251, 0.323], [0.917, 0.436, -0.721], [1.433, -0.764, -0.791], [-1.464, -0.552, 1.149], [0.843, -0.589, 0.671], [-0.503, 0.501, -0.740], [-2.277, -0.107, 0.861], [1.542, 1.325, -0.753]],
  "spin_multiplicity": 1,
  "gap_ev": 10.122,
  "e_above_lowest_kj_mol": 481.5,
  "total_energy_ha": -337.24104,
  "e_homo_ha": -0.356
}

Record 10
{
  "formula": "C2H2N2O2",
  "method": "the ωB97M-V functional and the def2-TZVPD basis",
  "symbols": ["C", "C", "H", "H", "N", "N", "O", "O"],
  "coordinates": [[-0.224, 1.352, 0.031], [0.330, -1.280, -0.041], [-0.184, 2.460, -0.127], [0.413, -2.227, -0.057], [0.307, 0.770, 0.958], [0.015, -0.764, -1.165], [-0.772, 0.552, -0.955], [0.383, -0.642, 1.167]],
  "spin_multiplicity": 1,
  "gap_ev": 10.381,
  "e_above_lowest_kj_mol": 548.5,
  "total_energy_ha": -337.21550,
  "smiles": "C1=NOC=NO1",
  "e_homo_ha": -0.369
}

Record 11
{
  "formula": "C2H2N2O2",
  "method": "the ωB97M-V functional and the def2-TZVPD basis",
  "symbols": ["C", "C", "H", "H", "N", "N", "O", "O"],
  "coordinates": [[0.488, 0.064, 0.032], [-0.532, 0.973, -0.016], [2.114, -1.042, 0.295], [-0.406, 1.983, 0.031], [-1.821, 0.255, -0.084], [-1.535, -0.926, -0.073], [1.848, -0.052, -0.151], [-0.155, -1.255, -0.033]],
  "spin_multiplicity": 1,
  "gap_ev": 10.290,
  "e_above_lowest_kj_mol": 355.3,
  "total_energy_ha": -337.28911,
  "smiles": "Oc1cnno1",
  "e_homo_ha": -0.371
}

Record 12
{
  "formula": "C2H2N2O2",
  "method": "the ωB97M-V functional and the def2-TZVPD basis",
  "symbols": ["C", "C", "N", "N", "O", "O", "H", "H"],
  "coordinates": [[0.401, -0.611, 0.415], [0.478, 0.630, -0.353], [-1.717, -0.064, -0.117], [-1.187, -0.997, 0.435], [1.132, 0.839, 0.821], [-0.959, 0.949, -0.538], [0.943, -1.529, 0.570], [0.909, 0.784, -1.233]],
  "spin_multiplicity": 3,
  "gap_ev": [7.945, 7.503],
  "e_above_lowest_kj_mol": 229.1,
  "total_energy_ha": -337.08676,
  "e_homo_ha": [-0.257, -0.411]
}